Record 1
A cluster of 4 separate species, H8O4 in total at a distorted geometry. Source: OMol25; level of theory: ωB97M-V/def2-TZVPD.

Properties
lowest unoccupied orbital energy: 0.0584 eV
ΔE to the lowest compared entry with this formula, charge and spin: 23.0 kcal/mol
orbital gap: 10.8 eV
SMILES: O.O.O.O

The geometry in XYZ format:
```
12
Properties=species:S:1:pos:R:3:forces:R:3
O -0.86433 -0.70217 0.74433 -1.8260 -0.7287 1.2854
H -0.21633 -0.64217 0.07433 1.0539 0.0423 -1.1970
H -1.43233 -1.44817 0.47233 0.4265 0.5746 0.3431
O 0.86767 -0.84817 -1.31967 -0.0858 -0.1954 0.2089
H 0.92767 -1.42417 -2.06967 0.0733 -0.5519 -0.6338
H 1.74767 -0.76917 -0.96667 0.6250 0.1609 0.1736
O -0.06633 1.07683 2.91233 0.2438 0.1991 0.2822
H 0.83367 1.03983 3.26033 -0.2814 -0.1258 -0.1532
H -0.21233 0.27583 2.39533 -0.0233 -0.0464 -0.1407
O -0.28033 1.47983 -1.88367 -0.0183 -1.4919 0.0149
H -0.06633 0.51483 -1.74167 0.1073 1.7169 -0.2081
H -1.23833 1.44683 -1.87767 -0.2948 0.4464 0.0246
```
Forces are in eV/Å.


Record 2
A cluster of 4 separate species, H8O4 in total at a distorted geometry. Source: OMol25; level of theory: ωB97M-V/def2-TZVPD.

Properties
lowest unoccupied orbital energy: 0.1739 eV
ΔE to the lowest compared entry with this formula, charge and spin: 90.5 kcal/mol
orbital gap: 7.9 eV
SMILES: O.O.O.O

The geometry in XYZ format:
```
12
Properties=species:S:1:pos:R:3:forces:R:3
H -0.25673 -1.30187 -2.13330 -0.1398 -0.0247 0.0639
H 0.35412 -0.02453 -1.58075 -0.0909 0.0341 0.1878
H 2.62092 0.08819 -0.13032 -0.0035 0.0010 0.1827
H 3.80271 -0.07411 0.81153 -0.0698 0.0071 0.0499
H -1.90143 -1.11431 1.26383 0.0190 -0.9973 0.1095
H -1.22696 -0.65894 -0.01982 0.1715 -0.1606 0.1563
H -1.30071 1.42019 -0.24234 -0.1174 0.3534 0.1383
H -2.04319 1.33926 1.08137 0.4966 0.1068 -0.2056
O -0.39732 -0.61771 -1.46910 0.4755 -0.0155 -1.0703
O 2.84047 -0.01941 0.80199 0.1529 -0.0182 -0.1919
O -1.33693 -0.41921 0.90723 -1.6629 -7.8210 1.8539
O -1.15495 1.38245 0.70967 0.7688 8.5350 -1.2745
```
Forces are in eV/Å.


Record 3
A cluster of 4 separate species, H8O4 in total. Source: OMol25; level of theory: ωB97M-V/def2-TZVPD.

Properties
lowest unoccupied orbital energy: 0.2745 eV
ΔE to the lowest compared entry with this formula, charge and spin: 22.8 kcal/mol
orbital gap: 11.4 eV
SMILES: O.O.O.O

The geometry in XYZ format:
```
12
Properties=species:S:1:pos:R:3:forces:R:3
O -3.42068 -25.29461 18.47527 -0.1263 -0.2332 -0.1657
H -3.79333 -24.48811 18.83150 -0.1317 0.2264 0.0002
H -2.70730 -25.51447 19.07442 0.2364 -0.0516 0.1899
O -3.93535 -27.00170 21.19178 -0.0738 0.2632 0.1230
H -4.24696 -27.16418 20.30143 0.0230 -0.0483 -0.4479
H -3.31970 -27.71404 21.36431 0.1278 -0.2109 0.1489
O -7.83108 -22.48092 19.39250 -0.0749 0.2505 -0.2736
H -8.00542 -22.07477 20.24154 -0.0887 0.0660 0.1968
H -7.08706 -23.06151 19.55244 0.0750 -0.4169 0.0900
O -6.23221 -24.92585 20.80437 -0.3122 0.3876 -0.2138
H -5.42608 -24.41746 20.89341 0.2730 -0.0148 0.2202
H -5.93826 -25.83557 20.75727 0.0723 -0.2182 0.1319
```
Forces are in eV/Å.


Record 4
A cluster of 4 separate species, H8O4 in total at a distorted geometry. Source: OMol25; level of theory: ωB97M-V/def2-TZVPD.

Properties
lowest unoccupied orbital energy: 0.1205 eV
ΔE to the lowest compared entry with this formula, charge and spin: 29.5 kcal/mol
orbital gap: 10.8 eV
SMILES: O.O.O.O

The geometry in XYZ format:
```
12
Properties=species:S:1:pos:R:3:forces:R:3
O 1.60958 2.32350 -0.43767 -0.2274 2.5246 -1.5202
H 1.16158 2.68950 -1.26467 0.9085 -1.1368 1.8390
H 1.44758 1.39350 -0.37667 -0.4842 -0.7679 -0.2834
O -2.37142 -0.56550 -0.03367 0.7483 1.4789 0.3126
H -2.80642 -0.88550 -0.82067 -0.0277 -0.9441 0.2578
H -2.04142 -1.19150 0.61833 -0.5451 -0.5894 -0.5239
O 0.54858 -0.11450 -0.62267 -1.4503 -0.5444 -0.2434
H 0.41558 -0.22950 -1.55667 1.0375 -0.1566 -1.1798
H -0.41442 -0.15250 -0.45667 -0.1616 0.3340 0.9329
O 0.80858 -0.89750 2.01833 -0.1572 -1.1513 -0.9051
H 0.58958 -0.53850 1.13233 0.5662 -0.2420 0.9014
H 1.05258 -1.83150 1.80033 -0.2070 1.1950 0.4120
```
Forces are in eV/Å.


Record 5
A cluster of 4 separate species, H8O4 in total at a distorted geometry. Source: OMol25; level of theory: ωB97M-V/def2-TZVPD.

Properties
net charge: +1
lowest unoccupied orbital energy (alpha / beta): -3.8561 / -11.7324 eV
multiplicity: 2
<S²>: 0.758
ΔE to the lowest compared entry with this formula, charge and spin: 22.6 kcal/mol
orbital gap (alpha / beta): 11.2 / 3.3 eV

The geometry in XYZ format:
```
12
Properties=species:S:1:pos:R:3:forces:R:3
O -0.32776 -0.18949 -0.12849 0.7116 0.7194 0.4569
H -0.61542 -0.88695 -0.71758 -0.2390 -0.5032 -0.5995
H -1.10588 0.02685 0.38528 -0.3752 -0.0255 0.0520
O 2.18465 1.08216 0.49839 0.1990 1.2089 0.7720
H 1.40881 0.85494 -0.01415 -1.4108 -0.4625 -0.9185
H 2.70881 0.28129 0.50819 0.7232 -0.8384 0.1918
O 0.19549 2.00147 2.88939 0.7191 -0.1228 0.3915
H 0.34670 1.47093 2.10715 0.3021 -0.7600 -0.5468
H -0.63617 2.44468 2.72170 -0.8120 0.7248 0.0323
O -1.50267 -2.18470 -2.42191 0.2437 0.2803 0.5165
H -2.00606 -2.32002 -3.22472 -0.2566 0.0418 -0.1959
H -0.65052 -2.58116 -2.60326 0.1950 -0.2627 -0.1524
```
Forces are in eV/Å.


Record 6
A structure of composition H9N3Si2 at a distorted geometry. Source: OMol25; level of theory: ωB97M-V/def2-TZVPD.

Properties
lowest unoccupied orbital energy: 0.5729 eV
ΔE to the lowest compared entry with this formula, charge and spin: 57.3 kcal/mol
orbital gap: 9.1 eV

The geometry in XYZ format:
```
14
Properties=species:S:1:pos:R:3:forces:R:3
N -2.47361 0.22797 0.27241 0.4815 -1.1543 0.5047
N 0.01569 1.93409 0.63354 -3.1671 -0.6574 -0.8369
N 0.51344 -1.35310 0.06788 -3.1916 4.0845 -0.0747
Si 1.51447 -0.67074 -1.08221 0.6439 -0.2735 -0.8675
Si -0.85551 0.46528 0.87146 -0.0079 -3.3455 0.8696
H -2.98474 0.89483 -0.27450 0.0473 0.1898 -0.1504
H -3.00450 -0.68467 0.34566 1.3103 1.6380 -0.0749
H 0.81674 1.57014 1.06834 2.3277 0.3236 0.2440
H 0.08581 2.07726 -0.37016 0.8220 0.3809 0.2623
H 0.92590 -1.96536 0.68243 0.7274 -1.4373 2.2268
H 1.03872 -1.33225 -2.32191 0.2131 0.6853 -0.5865
H 2.96095 -1.03184 -0.98596 -0.0488 0.1050 0.1128
H 1.49074 0.85597 -1.07049 0.0167 -0.7132 -0.4780
H -0.72315 0.13995 2.36833 -0.1747 0.1741 -1.1512
```
Forces are in eV/Å.


Record 7
A structure of composition H9O4 at a distorted geometry. Source: OMol25; level of theory: ωB97M-V/def2-TZVPD.

Properties
net charge: +1
lowest unoccupied orbital energy: -3.9295 eV
ΔE to the lowest compared entry with this formula, charge and spin: 43.2 kcal/mol
orbital gap: 8.7 eV

The geometry in XYZ format:
```
13
Properties=species:S:1:pos:R:3:forces:R:3
O -1.79951 -3.43064 -3.10815 -0.7241 -0.6320 -1.1111
H -0.70336 -3.78871 -2.09929 1.6671 0.6000 -0.1724
H -1.66261 -3.32841 -4.07593 0.3402 0.1508 0.7077
H -2.44825 -4.15224 -3.11118 -0.2345 0.1864 0.3392
O 2.38619 8.19673 6.40682 1.3544 -0.2661 0.1678
H 2.71099 8.26800 7.31347 -0.0157 -0.0156 -0.2131
H 1.46885 8.38101 6.46821 -1.3404 0.2795 0.0445
O -0.67443 -0.99666 -1.38628 1.6331 -0.1606 -0.2151
H -1.02321 -1.03035 -2.29439 -0.1719 0.0602 0.2580
H 0.09156 -0.34549 -1.45367 -1.2111 -1.0889 0.3486
O 0.22893 -3.45196 -1.72321 -1.3185 0.0255 2.8331
H 0.63855 -4.14453 -1.07879 -1.0314 1.7770 -1.3676
H -0.20192 -2.39904 -1.18177 1.0529 -0.9162 -1.6196
```
Forces are in eV/Å.


Record 8
A cluster of 5 separate species, H9O5 in total. Source: OMol25; level of theory: ωB97M-V/def2-TZVPD.

Properties
net charge: -1
lowest unoccupied orbital energy: 4.0824 eV
ΔE to the lowest compared entry with this formula, charge and spin: 10.5 kcal/mol
orbital gap: 9.4 eV

The geometry in XYZ format:
```
14
Properties=species:S:1:pos:R:3:forces:R:3
O 0.96429 0.92154 0.24729 0.5005 0.0201 0.2511
H 0.34716 1.63496 0.08955 -0.2399 -0.1364 -0.0620
O 1.47223 0.19821 2.83900 0.1023 -0.0570 0.5860
H 1.90633 -0.66208 2.77648 -0.2054 0.4045 -0.3644
H 1.28861 0.54093 1.93218 0.1025 -0.3292 -0.2643
O 0.43777 -1.36907 -0.48534 -0.0468 0.6735 0.4025
H 0.51289 -1.69803 0.41803 -0.0415 -0.3320 -0.0992
H 0.71267 -0.12799 -0.15069 -0.2720 -0.0242 -0.3855
O -0.70960 0.76902 -2.76315 -0.3212 0.0936 0.3849
H -0.51382 1.31402 -1.98597 0.2040 -0.2417 -0.3350
H -1.05167 -0.04164 -2.35094 0.1910 0.0854 -0.1298
O -2.14858 -0.72172 -0.17725 0.2761 0.3703 -0.2894
H -2.02539 0.22449 -0.04586 -0.3176 0.0208 0.1800
H -1.19290 -0.98265 -0.34333 0.0680 -0.5478 0.1252
```
Forces are in eV/Å.


Record 9
A cluster of 2 separate species, HI3OP in total at a distorted geometry. Source: OMol25; level of theory: ωB97M-V/def2-TZVPD.

Properties
net charge: +1
lowest unoccupied orbital energy (alpha / beta): -7.8674 / -7.8679 eV
ΔE to the lowest compared entry with this formula, charge and spin: 93.5 kcal/mol
orbital gap (alpha / beta): 6.8 / 6.8 eV

The geometry in XYZ format:
```
6
Properties=species:S:1:pos:R:3:forces:R:3
O 1.95262 -0.06951 -0.19189 -2.8556 0.7576 -0.4915
P -0.48559 -0.08979 0.31743 2.1637 -0.1373 -1.7013
I -1.12213 1.38251 2.10049 0.4967 -0.7812 -0.5595
I -0.95648 -2.50756 0.55406 0.4262 1.6957 -0.0114
I -1.50444 0.81097 -1.73754 0.5880 -0.5962 1.1070
H 2.11602 0.47338 -1.04254 -0.8190 -0.9386 1.6566
```
Forces are in eV/Å.


Record 10
A structure of composition HIN3P at a distorted geometry. Source: OMol25; level of theory: ωB97M-V/def2-TZVPD.

Properties
lowest unoccupied orbital energy (alpha / beta): -1.4059 / -1.4122 eV
ΔE to the lowest compared entry with this formula, charge and spin: 113.4 kcal/mol
orbital gap (alpha / beta): 6.2 / 6.3 eV

The geometry in XYZ format:
```
6
Properties=species:S:1:pos:R:3:forces:R:3
N -1.35215 -1.21371 -0.70278 -2.4914 0.7298 0.9774
N -0.21509 -0.82371 -0.73396 3.7322 0.7188 0.4788
N 0.91345 -0.59407 -0.76546 -2.7554 -0.8454 -0.5326
P 2.00692 1.12219 0.33239 0.8193 0.3047 -0.1207
I 0.61305 2.09351 1.95065 -0.4584 0.1511 0.3801
H -1.96618 -0.58422 -0.08085 1.1538 -1.0591 -1.1830
```
Forces are in eV/Å.


Record 11
An isolated molecule of HIP2S at a distorted geometry. Source: OMol25; level of theory: ωB97M-V/def2-TZVPD.

Properties
lowest unoccupied orbital energy: -1.8647 eV
ΔE to the lowest compared entry with this formula, charge and spin: 19.4 kcal/mol
orbital gap: 6.9 eV
SMILES: S=P#[PH]I

The geometry in XYZ format:
```
5
Properties=species:S:1:pos:R:3:forces:R:3
P 0.42506 -1.07999 0.69033 0.1469 -0.2705 0.6187
P -0.22347 0.54581 -0.65631 -0.8747 -0.4515 -1.1159
S 2.04831 -1.82255 -0.00123 -0.0891 0.3387 -0.1071
I -2.55877 0.58487 0.22033 0.6864 0.2225 -0.1088
H 0.30887 1.77187 -0.25312 0.1305 0.1608 0.7131
```
Forces are in eV/Å.


Record 12
A structure of composition HLiNaO2 at a distorted geometry. Source: OMol25; level of theory: ωB97M-V/def2-TZVPD.

Properties
lowest unoccupied orbital energy (alpha / beta): -0.3423 / -0.5094 eV
multiplicity: 2
<S²>: 1.745
ΔE to the lowest compared entry with this formula, charge and spin: 45.7 kcal/mol
orbital gap (alpha / beta): 6.7 / 4.6 eV

The geometry in XYZ format:
```
5
Properties=species:S:1:pos:R:3:forces:R:3
O -0.03561 0.09564 -0.47221 -5.2394 -9.9358 -8.8376
O 0.38833 0.88838 0.23438 5.3492 9.9369 9.2385
Na -1.19348 -1.52335 0.52187 -0.1919 -0.2742 -0.1243
Li 0.15740 0.37025 2.04735 0.1298 0.2761 -0.2745
H 0.68336 0.16909 -2.33139 -0.0476 -0.0030 -0.0021
```
Forces are in eV/Å.


| no. | E (eV) |
| --- | --- |
| 1 | -8319.6771 |
| 2 | -8316.7502 |
| 3 | -8319.6865 |
| 4 | -8319.3988 |
| 5 | -8308.4893 |
| 6 | -20371.3701 |
| 7 | -8328.2506 |
| 8 | -10385.1209 |
| 9 | -35644.6497 |
| 10 | -21871.7526 |
| 11 | -37529.3698 |
| 12 | -8724.7206 |